ORCA calculation (ωB97M-V/def2-TZVPD) on the molecule C4H3N3O.

Cartesian coordinates (Å):
1 C 0.807 0.729 -0.228
2 C -1.471 0.472 -0.085
3 C -0.415 -1.504 0.057
4 C 0.945 -0.873 -0.204
5 H 1.414 2.479 0.002
6 H -2.664 0.693 0.438
7 H -0.373 -2.550 0.224
8 N 1.802 1.603 0.168
9 N -0.592 1.281 -0.231
10 N -1.483 -0.800 -0.051
11 O 2.031 -1.530 -0.091

Cartesian forces (eV/Å) of the 3 atoms listed first:
2.1 2.5 1.8
-7.7 2.7 2.9
1.0 1.9 -1.6

## Properties
- HOMO level (hartree) = -0.374
- frontier orbital gap (eV) = 7.76
- ΔE to the lowest compared entry with this formula, charge and spin (kcal per mole) = 93.2
- SMILES string = [H]/N=C1\N=CN=CC1=O

ORCA calculation (ωB97M-V/def2-TZVPD) on a 2-piece molecular cluster, C5H14N2O overall.

Cartesian coordinates (Å):
1 C -1.341 0.888 -0.641
2 N -2.615 0.921 -0.090
3 C 3.073 0.946 -0.479
4 O 2.189 0.759 0.559
5 C -0.775 -0.612 -0.699
6 C -1.232 -1.370 0.584
7 C -0.813 -0.682 1.880
8 N 0.609 -0.760 -0.751
9 H -0.555 1.441 -0.046
10 H -1.236 1.414 -1.598
11 H -3.227 1.186 -0.870
12 H 3.159 0.267 -1.379
13 H 2.944 1.962 -0.868
14 H 4.105 0.904 -0.055
15 H -1.165 -1.196 -1.558
16 H -0.829 -2.384 0.555
17 H -2.320 -1.368 0.432
18 H -1.177 -1.292 2.697
19 H -1.320 0.273 2.040
20 H 0.262 -0.549 1.934
21 H 1.004 -0.458 -1.637
22 H 1.259 -0.289 -0.011

Cartesian forces (eV/Å) of the 3 atoms listed first:
-1.1 3.5 0.5
1.8 0.1 -1.0
1.3 0.9 0.3

## Properties
- HOMO level (hartree) = -0.290
- frontier orbital gap (eV) = 4.45
- ΔE to the lowest compared entry with this formula, charge and spin (kcal per mole) = 184.6

ORCA calculation (ωB97M-V/def2-TZVPD) on C6H5AsO6S5SbW as an isolated structure.

Cartesian coordinates (Å):
1 W -0.768 1.846 -0.393
2 S -1.888 6.912 -1.463
3 Sb -1.070 4.787 -1.025
4 S -1.520 2.932 -2.436
5 S -2.086 3.594 0.707
6 S 0.948 5.736 -1.395
7 O -1.199 0.705 1.131
8 As 2.133 0.504 0.804
9 O 1.833 0.711 2.392
10 O 0.791 2.343 0.029
11 C 1.082 -1.227 0.539
12 C 1.422 -2.127 1.555
13 C 0.946 -3.429 1.574
14 C 0.103 -3.879 0.569
15 C -0.264 -3.010 -0.443
16 C 0.220 -1.707 -0.447
17 S -0.370 -0.664 -1.750
18 O -0.435 -1.439 -2.949
19 O 0.564 0.489 -1.726
20 O -1.663 -0.049 -1.318
21 H -0.873 1.077 1.963
22 H 2.056 -1.789 2.366
23 H 1.232 -4.091 2.383
24 H -0.271 -4.895 0.574
25 H -0.922 -3.329 -1.240

Cartesian forces (eV/Å) of the 3 atoms listed first:
-1.4 -1.6 0.1
0.0 -0.3 0.0
-0.9 0.9 -1.0

## Properties
- HOMO level (alpha / beta) (hartree) = -0.205 / -0.222
- frontier orbital gap (alpha / beta) (eV) = 7.45 / 6.67
- total charge = -1
- multiplicity = 3

ORCA calculation (ωB97M-V/def2-TZVPD) on C38H28F3IN11OS2W as an isolated structure.

Cartesian coordinates (Å):
1 W -0.242 0.418 -0.286
2 C 3.592 2.234 -1.956
3 C 2.415 2.145 -1.230
4 N 1.872 0.956 -0.901
5 C 2.619 -0.143 -1.218
6 C 3.761 -0.014 -2.033
7 N 4.211 1.152 -2.414
8 C 2.150 -1.360 -0.598
9 C 2.842 -2.559 -0.583
10 C 2.332 -3.671 0.103
11 C 1.200 -3.438 0.896
12 C 0.571 -2.199 0.895
13 N 0.975 -1.180 0.074
14 C -0.504 -1.784 1.764
15 C -1.096 -2.556 2.783
16 N -1.978 -2.066 3.611
17 C -2.318 -0.788 3.473
18 C -1.803 -0.006 2.456
19 N -0.897 -0.486 1.571
20 C 2.972 -4.990 -0.010
21 C 2.536 -6.084 0.747
22 C 3.142 -7.319 0.559
23 N 4.114 -7.471 -0.303
24 C 4.568 -6.480 -1.023
25 C 4.020 -5.208 -0.917
26 H 4.054 3.181 -2.189
27 H 1.927 3.045 -0.879
28 H 4.302 -0.879 -2.387
29 H 3.790 -2.612 -1.092
30 H 0.796 -4.217 1.519
31 H -0.842 -3.597 2.918
32 H -3.018 -0.397 4.198
33 H -2.109 1.030 2.351
34 H 1.737 -6.017 1.466
35 H 2.832 -8.196 1.109
36 H 5.378 -6.695 -1.706
37 H 4.410 -4.442 -1.565
38 N 0.042 4.283 1.529
39 C 0.097 4.207 2.917
40 C -0.165 5.343 3.677
41 C -0.120 5.282 5.059
42 C 0.145 4.074 5.690
43 C 0.395 2.932 4.942
44 C 0.396 3.004 3.561
45 S 0.915 1.628 2.555
46 N 0.106 1.944 1.060
47 C -0.065 3.232 0.679
48 C -0.386 3.415 -0.701
49 C -0.427 4.665 -1.356
50 C -0.748 4.722 -2.688
51 C -1.080 3.528 -3.355
52 C -0.989 2.339 -2.676
53 N -0.608 2.234 -1.384
54 H -0.157 5.202 1.160
55 H -0.389 6.272 3.175
56 H -0.281 6.178 5.639
57 H 0.186 4.024 6.765
58 H 0.621 1.997 5.427
59 H -0.181 5.573 -0.825
60 H -0.769 5.662 -3.218
61 H -1.395 3.545 -4.386
62 H -1.244 1.410 -3.173
63 F -6.169 -2.169 -0.089
64 C -4.884 -2.053 -0.369
65 F -4.669 -2.548 -1.592
66 F -4.200 -2.833 0.489
67 C -4.396 -0.626 -0.253
68 C -5.224 0.424 0.083
69 C -4.659 1.691 0.253
70 C -3.296 1.839 0.123
71 N -2.475 0.825 -0.213
72 C -3.025 -0.391 -0.442
73 S -1.872 -1.555 -0.953
74 H -6.282 0.255 0.219
75 H -5.281 2.538 0.498
76 H -2.830 2.805 0.292
77 N -1.242 -1.403 -4.028
78 C -0.054 -0.947 -3.663
79 O 0.162 -0.322 -2.599
80 C 1.071 -1.233 -4.616
81 I 1.912 -3.102 -3.929
82 H -2.041 -1.378 -3.402
83 H -1.356 -1.958 -4.867
84 H 1.854 -0.479 -4.575
85 H 0.744 -1.383 -5.644

Cartesian forces (eV/Å) of the 3 atoms listed first:
-1.9 -0.9 -1.7
-0.3 -0.1 0.2
-0.1 -0.1 0.1

## Properties
- HOMO level (hartree) = -0.566
- frontier orbital gap (eV) = 5.55
- total charge = +3

ORCA calculation (ωB97M-V/def2-TZVPD) on a 3-piece molecular cluster, C18H39O8P overall.

Cartesian coordinates (Å):
1 C 1.034 -0.876 0.004
2 P 2.593 -0.426 -0.844
3 C 2.022 1.008 -1.831
4 C 3.479 0.521 0.477
5 C 4.943 0.065 0.607
6 O 5.391 0.650 1.856
7 C 4.295 0.895 2.628
8 O 4.359 1.531 3.642
9 C 3.075 0.312 1.946
10 H 0.506 -0.055 0.499
11 H 0.384 -1.319 -0.762
12 H 1.247 -1.658 0.742
13 H 1.432 0.675 -2.689
14 H 1.464 1.741 -1.240
15 H 2.930 1.497 -2.214
16 H 3.502 1.605 0.291
17 H 5.594 0.392 -0.206
18 H 4.981 -1.028 0.714
19 H 3.054 -0.768 2.157
20 H 2.159 0.784 2.301
21 C 1.224 0.144 5.145
22 O 0.668 -1.102 4.785
23 C 1.411 -2.186 5.308
24 C 0.637 -3.478 5.177
25 O -0.367 -3.648 6.163
26 C -1.589 -2.961 5.947
27 C -2.521 -3.666 4.989
28 O -2.120 -3.455 3.647
29 C -2.725 -4.366 2.760
30 H 2.246 0.249 4.762
31 H 0.601 0.920 4.704
32 H 1.240 0.279 6.232
33 H 1.644 -2.010 6.366
34 H 2.360 -2.282 4.759
35 H 1.338 -4.300 5.339
36 H 0.223 -3.571 4.170
37 H -1.414 -1.933 5.622
38 H -2.077 -2.936 6.923
39 H -3.539 -3.277 5.132
40 H -2.527 -4.739 5.218
41 H -2.449 -5.399 3.002
42 H -2.373 -4.131 1.758
43 H -3.818 -4.280 2.780
44 C 0.229 4.961 -5.440
45 O -0.573 3.819 -5.627
46 C 0.155 2.619 -5.451
47 C -0.776 1.436 -5.319
48 O -1.352 1.297 -4.030
49 C -2.427 2.168 -3.713
50 C -3.749 1.751 -4.314
51 O -3.816 2.109 -5.682
52 C -4.853 1.439 -6.360
53 H 1.060 4.988 -6.156
54 H -0.401 5.833 -5.599
55 H 0.639 4.996 -4.424
56 H 0.781 2.685 -4.550
57 H 0.814 2.460 -6.316
58 H -0.178 0.532 -5.460
59 H -1.543 1.464 -6.096
60 H -2.193 3.201 -3.980
61 H -2.528 2.109 -2.627
62 H -4.562 2.248 -3.765
63 H -3.869 0.667 -4.200
64 H -4.705 0.353 -6.336
65 H -4.839 1.776 -7.394
66 H -5.832 1.671 -5.924

Cartesian forces (eV/Å) of the 3 atoms listed first:
-0.2 -0.4 0.0
-0.2 0.2 0.0
0.3 0.2 -0.3

## Properties
- HOMO level (hartree) = -0.329
- frontier orbital gap (eV) = 9.61
- ΔE to the lowest compared entry with this formula, charge and spin (kcal per mole) = 12.9
- SMILES string = CP(C)[C@@H]1COC(=O)C1.COCCOCCOC.COCCOCCOC

ORCA calculation (ωB97M-V/def2-TZVPD) on the molecule C25H27N5O2.

Cartesian coordinates (Å):
1 C -0.966 -2.651 3.058
2 C -1.043 -2.269 1.616
3 N -2.185 -2.388 1.033
4 N -2.362 -2.065 -0.252
5 C -1.420 -1.553 -1.117
6 O -1.702 -1.254 -2.268
7 C -0.118 -1.444 -0.487
8 N 1.007 -1.011 -1.030
9 N 1.920 -1.049 -0.057
10 C 1.423 -1.515 1.119
11 C 0.081 -1.784 0.878
12 C 2.241 -1.738 2.338
13 H 3.285 -1.905 2.079
14 H 2.178 -0.882 3.011
15 H 1.868 -2.608 2.873
16 C 3.228 -0.646 -0.374
17 C 3.720 -0.961 -1.637
18 C 4.997 -0.575 -1.994
19 C 5.789 0.128 -1.100
20 C 5.289 0.462 0.147
21 C 4.009 0.085 0.514
22 H 3.616 0.381 1.473
23 H 5.894 1.028 0.839
24 H 6.789 0.424 -1.378
25 H 5.377 -0.824 -2.973
26 H 3.083 -1.499 -2.322
27 C -3.746 -2.134 -0.678
28 H -4.190 -3.005 -0.190
29 C -4.515 -0.871 -0.283
30 H -4.326 -0.668 0.773
31 H -5.581 -1.060 -0.420
32 C -4.104 0.348 -1.106
33 C -2.773 0.948 -0.649
34 O -2.262 0.693 0.422
35 N -2.297 1.852 -1.532
36 H -2.725 1.863 -2.445
37 C -1.017 2.556 -1.473
38 C -0.563 2.714 -0.040
39 C 0.606 2.152 0.450
40 C 0.971 2.340 1.772
41 C 0.179 3.090 2.621
42 C -0.983 3.667 2.136
43 C -1.343 3.487 0.815
44 H -2.252 3.935 0.440
45 H -1.608 4.258 2.790
46 H 0.464 3.227 3.654
47 H 1.885 1.898 2.144
48 H 1.237 1.564 -0.196
49 C -0.010 1.882 -2.404
50 H 0.937 2.416 -2.388
51 H -0.395 1.893 -3.422
52 H 0.151 0.845 -2.119
53 H -1.219 3.569 -1.860
54 H -4.031 0.077 -2.160
55 H -4.859 1.133 -1.000
56 H -3.751 -2.266 -1.762
57 H -0.570 -1.823 3.643
58 H -0.316 -3.516 3.192
59 H -1.962 -2.900 3.412

Cartesian forces (eV/Å) of the 3 atoms listed first:
0.0 0.0 -0.1
-0.3 -0.1 0.0
0.0 -0.2 1.1

## Properties
- HOMO level (hartree) = -0.294
- frontier orbital gap (eV) = 8.54
- ΔE to the lowest compared entry with this formula, charge and spin (kcal per mole) = 43.5
- SMILES string = Cc1nn(CCCC(=O)N[C@H](C)c2ccccc2)c(=O)c2nn(-c3ccccc3)c(C)c12

ORCA calculation (ωB97M-V/def2-TZVPD) on C40H47IrN8P2S3Si as an isolated structure.

Cartesian coordinates (Å):
1 Ir -0.039 0.218 -0.311
2 C 2.121 2.035 5.232
3 Si 3.338 2.684 3.966
4 C 5.079 2.527 4.623
5 C 2.970 4.448 3.482
6 C 3.246 1.580 2.410
7 C 4.377 0.955 1.913
8 C 4.327 0.223 0.730
9 C 3.117 0.074 0.103
10 N 1.970 0.577 0.590
11 C 2.052 1.364 1.692
12 S 0.592 2.169 2.143
13 H 2.333 2.468 6.212
14 H 2.191 0.949 5.328
15 H 1.092 2.289 4.976
16 H 5.185 3.136 5.524
17 H 5.826 2.878 3.908
18 H 5.320 1.497 4.896
19 H 3.187 5.121 4.314
20 H 1.925 4.584 3.205
21 H 3.584 4.759 2.635
22 H 5.325 1.066 2.426
23 H 5.213 -0.222 0.300
24 H 3.051 -0.453 -0.833
25 C -0.166 -3.003 -2.031
26 P -0.061 -2.187 -0.406
27 C -1.704 -2.632 0.255
28 N -2.232 -3.780 -0.092
29 C -3.397 -4.135 0.496
30 C -4.027 -5.352 0.139
31 C -5.174 -5.722 0.773
32 C -5.741 -4.907 1.787
33 C -5.158 -3.730 2.146
34 C -3.971 -3.314 1.495
35 N -3.410 -2.125 1.816
36 C -2.326 -1.763 1.178
37 P -1.578 -0.108 1.519
38 C -0.934 -0.423 3.203
39 C -3.075 1.003 1.890
40 C -2.650 2.467 2.034
41 C -4.141 0.863 0.801
42 C -3.712 0.620 3.238
43 C 1.135 -3.281 0.546
44 C 2.458 -3.348 -0.226
45 C 0.605 -4.709 0.700
46 C 1.368 -2.687 1.932
47 H -0.605 -3.984 -1.860
48 H 0.799 -3.113 -2.514
49 H -0.827 -2.435 -2.684
50 H -3.573 -5.959 -0.633
51 H -5.664 -6.649 0.507
52 H -6.651 -5.230 2.275
53 H -5.578 -3.089 2.909
54 H -1.604 -1.131 3.691
55 H -0.906 0.501 3.774
56 H 0.073 -0.823 3.165
57 H -2.196 2.877 1.141
58 H -1.962 2.608 2.870
59 H -3.546 3.051 2.255
60 H -3.740 0.962 -0.200
61 H -4.883 1.652 0.943
62 H -4.655 -0.095 0.870
63 H -3.064 0.851 4.083
64 H -4.012 -0.420 3.285
65 H -4.606 1.239 3.344
66 H 2.352 -3.898 -1.162
67 H 3.192 -3.882 0.382
68 H 2.872 -2.362 -0.434
69 H 0.373 -5.176 -0.256
70 H -0.281 -4.758 1.328
71 H 1.386 -5.305 1.179
72 H 1.702 -1.649 1.883
73 H 2.140 -3.266 2.445
74 H 0.463 -2.744 2.537
75 S -0.299 2.602 -0.532
76 C -1.647 2.658 -1.637
77 C -2.088 3.976 -1.983
78 N -2.434 5.042 -2.241
79 C -2.243 1.566 -2.179
80 S -1.811 -0.070 -1.781
81 C -3.304 1.685 -3.131
82 N -4.149 1.741 -3.909
83 N 1.554 5.026 -9.728
84 C 1.553 4.351 -8.799
85 C 1.552 3.505 -7.635
86 C 0.465 3.521 -6.766
87 C 0.463 2.702 -5.651
88 C 1.558 1.887 -5.404
89 C 2.646 1.866 -6.262
90 C 2.639 2.673 -7.385
91 N 1.561 1.053 -4.244
92 C 2.089 -0.213 -4.127
93 C 1.815 -0.612 -2.862
94 N 1.138 0.388 -2.189
95 C 1.010 1.372 -3.061
96 H -0.383 4.160 -6.972
97 H -0.400 2.685 -4.998
98 H 3.505 1.244 -6.049
99 H 3.481 2.670 -8.064
100 H 2.578 -0.715 -4.941
101 H 2.095 -1.534 -2.387
102 H 0.564 2.327 -2.862

Cartesian forces (eV/Å) of the 3 atoms listed first:
0.3 -0.7 -1.1
0.0 0.0 0.0
-0.1 0.0 0.0

## Properties
- HOMO level (alpha / beta) (hartree) = -0.379 / -0.378
- frontier orbital gap (alpha / beta) (eV) = 6.94 / 5.19
- total charge = +1
- ΔE to the lowest compared entry with this formula, charge and spin (kcal per mole) = 14.3
- multiplicity = 2

ORCA calculation (ωB97M-V/def2-TZVPD) on the molecule C2H2INP2.

Cartesian coordinates (Å):
1 C -2.076 1.187 -0.217
2 C -1.076 0.325 -0.449
3 N -2.796 2.081 -0.046
4 P 0.475 0.542 0.580
5 P 1.499 -1.252 -0.033
6 I 3.820 -0.621 0.019
7 H -1.203 -0.347 -1.208
8 H 1.357 -1.915 1.355

Cartesian forces (eV/Å) of the 3 atoms listed first:
-0.1 0.7 0.0
1.0 0.4 1.6
-0.9 0.6 0.3

## Properties
- HOMO level (alpha / beta) (hartree) = -0.300 / -0.342
- frontier orbital gap (alpha / beta) (eV) = 7.76 / 6.08
- multiplicity = 3

ORCA calculation (ωB97M-V/def2-TZVPD) on the molecule C21H28N4O.

Cartesian coordinates (Å):
1 C 0.470 5.408 -4.200
2 C 0.755 4.942 -2.777
3 C 2.245 4.934 -2.434
4 H 2.675 5.908 -2.680
5 H 2.356 4.782 -1.358
6 C 3.040 3.842 -3.164
7 C 2.581 2.470 -2.764
8 C 1.737 1.724 -3.577
9 C 1.292 0.477 -3.184
10 C 1.684 -0.058 -1.960
11 C 2.529 0.679 -1.137
12 C 2.965 1.925 -1.544
13 H 3.624 2.486 -0.898
14 H 2.842 0.272 -0.191
15 N 1.197 -1.327 -1.617
16 C 1.460 -2.082 -0.515
17 O 2.190 -1.747 0.393
18 C 0.673 -3.397 -0.479
19 N -0.506 -3.324 0.368
20 C -1.460 -2.312 -0.046
21 H -1.085 -1.286 0.116
22 C -2.748 -2.499 0.765
23 N -2.473 -2.377 2.175
24 C -2.567 -1.200 2.866
25 N -1.963 -1.176 4.059
26 C -2.070 -0.102 4.818
27 C -2.774 1.031 4.457
28 C -3.407 1.018 3.220
29 C -3.311 -0.094 2.413
30 H -3.806 -0.099 1.455
31 H -3.972 1.878 2.885
32 H -2.829 1.888 5.109
33 H -1.551 -0.163 5.767
34 C -1.493 -3.358 2.590
35 H -1.910 -4.352 2.408
36 C -0.202 -3.189 1.785
37 H 0.245 -2.212 2.021
38 H 0.510 -3.969 2.060
39 H -1.297 -3.219 3.651
40 H -3.128 -3.511 0.588
41 H -3.505 -1.786 0.444
42 H -1.677 -2.444 -1.110
43 H 1.324 -4.173 -0.072
44 H 0.352 -3.694 -1.483
45 H 0.579 -1.728 -2.310
46 H 0.636 -0.089 -3.832
47 H 1.425 2.119 -4.533
48 H 4.096 3.958 -2.910
49 H 2.937 3.970 -4.242
50 H 0.348 3.939 -2.630
51 H 0.244 5.611 -2.081
52 H 0.904 4.730 -4.930
53 H 0.884 6.400 -4.365
54 H -0.602 5.450 -4.375

Cartesian forces (eV/Å) of the 3 atoms listed first:
0.0 -0.1 0.2
0.1 0.2 0.0
-0.1 -0.1 -0.1

## Properties
- HOMO level (hartree) = -0.284
- frontier orbital gap (eV) = 8.31
- ΔE to the lowest compared entry with this formula, charge and spin (kcal per mole) = 7.3
- SMILES string = CCCCc1ccc(NC(=O)CN2CCN(c3ccccn3)CC2)cc1

ORCA calculation (ωB97M-V/def2-TZVPD) on the molecule CH3P3.

Cartesian coordinates (Å):
1 C -0.874 0.262 -0.668
2 P -2.313 1.095 0.095
3 P -2.516 -0.914 0.043
4 P 0.750 0.239 0.064
5 H -0.647 0.155 -1.783
6 H 0.862 -1.117 0.200
7 H 0.325 0.785 1.315

Cartesian forces (eV/Å) of the 3 atoms listed first:
-1.4 -1.4 -1.4
0.1 -0.7 -0.4
1.7 1.8 -0.7

## Properties
- HOMO level (hartree) = -0.312
- frontier orbital gap (eV) = 7.50
- ΔE to the lowest compared entry with this formula, charge and spin (kcal per mole) = 8.3